Below is a structure of composition C58H68Cl3N2OPReSiTe at a distorted geometry, with properties calculated with ωB97M-V/def2-TZVPD.

Summary:
* orbital gap (alpha / beta): 5.05 / 5.05 eV
* relative energy (zero: lowest compared OMol25 entry of this formula, charge and spin): 0.0000 eV
* E_LUMO (alpha / beta): -4.268 / -4.267 eV

Structure (ORCA input):
```
! RIJCOSX wB97M-V def2-TZVPD def2/J DEFGRID3
* xyz 1 1
C 2.18035 3.98035 3.61284
C 1.38506 -4.38460 -2.78361
H -1.66842 -3.94750 -1.66296
C 3.48508 4.23407 3.22022
H 3.03596 0.49929 -3.18145
H 0.16241 6.23998 1.82208
H -3.01750 -5.59710 -2.90628
C -4.20166 0.64742 6.12001
C 1.16446 3.65653 -3.22551
H -4.82741 0.62813 7.00215
C 0.39994 4.76888 -1.04349
C 1.61235 3.38395 1.33665
C 1.60205 -0.03182 2.62919
H -1.10353 -4.77407 4.25664
H -3.11268 4.11879 -3.14513
H -3.03954 2.80523 3.77802
H 4.41215 2.91736 -0.45432
C -3.20441 1.88130 4.31618
C 2.22219 -0.16697 -3.43784
Te 0.11003 2.87982 -0.08794
H 3.05777 -0.73660 -5.33305
H 1.77350 -5.14880 -3.45940
C -2.58287 0.71281 3.87513
H 0.39593 -4.09692 -3.12765
H -0.98227 5.00510 1.28647
H 0.34303 8.06077 -0.27949
H -0.26778 -1.82947 4.27422
C 1.16593 -1.67714 -4.97959
C -0.00533 -3.88396 0.57579
Re -1.16150 -1.56119 0.76120
C 2.92439 -0.15338 0.59432
C -1.15300 -4.23334 3.31097
H 1.86007 8.53496 -3.68388
H 1.12351 0.25365 -1.65065
C 0.44928 -2.65060 4.24564
C -2.81481 3.10879 -2.89877
C 1.25291 3.56339 2.67121
C 1.47874 -2.14869 1.14053
H 0.93508 0.58643 2.02761
C 0.51533 7.15949 -0.85903
C -0.54121 5.96859 1.03261
C 0.29818 -6.08729 -1.32465
C -1.72646 0.80277 2.67607
Cl -4.77772 -2.01757 -0.31548
C 3.53227 -1.65447 2.46310
H 0.31844 -3.23406 5.15827
H 2.03911 -3.51297 -2.84394
C -3.11862 -4.54144 -3.12296
H -0.73000 -2.47051 -4.38707
H 4.87309 4.23073 1.59517
C -2.36367 -3.61421 -2.42165
H 4.21625 4.57944 3.93913
O -1.32236 1.85550 2.24740
C 0.98162 -3.86696 -0.35887
H 2.23201 3.42553 -3.26836
H 3.55471 4.36798 -0.97672
C -2.49783 -2.25384 -2.66913
N -1.38413 -0.42496 2.00002
H -4.59980 -4.82215 -4.64903
H 3.46436 -4.71219 -1.06206
C -3.58819 -0.51529 5.67990
H 1.15354 -2.18985 -5.93204
H 1.45769 -2.24665 4.26591
H -2.30283 -1.38445 4.19657
C 1.25421 6.10603 -2.85490
C 1.09021 7.26613 -2.11834
C 1.28385 -4.66303 3.06073
C -1.76845 1.04028 -3.50527
H 0.56602 -6.83793 -2.06853
H 1.01290 -0.50866 3.40214
H 2.70334 -5.85515 0.05175
H 4.20906 -0.86741 2.79883
H -3.52711 1.40763 0.53633
C 3.43816 3.40864 -0.46769
N -3.08449 0.73815 -0.08051
H -3.57755 -0.76360 -3.78853
C 2.34342 -1.01591 1.72138
C 0.20056 -3.57078 3.05227
H 0.28424 -6.57204 -0.34644
C 2.23001 -0.85339 -4.64635
C 2.93514 3.61101 0.93736
H -0.72977 -4.67327 0.67306
H -0.71056 -5.74270 -1.54990
H -1.93992 -3.48478 3.39418
H 3.63706 -0.69216 -0.03281
H 2.13047 0.24022 -0.03331
H 2.27618 -4.24241 2.88998
H 2.74671 2.80209 -1.05410
H 1.28659 -5.16372 4.02960
H 3.22484 -2.22576 3.33826
C -4.02074 1.84285 5.42944
H 1.09847 -5.41665 2.29424
H 2.97139 -6.30602 -1.63939
H -4.90846 -2.40183 -5.03602
H 0.23806 3.36224 2.98061
C -4.01751 -4.10653 -4.08459
C -2.73879 1.29236 -1.31967
C 0.91651 4.85553 -2.34213
H -3.70249 -0.05742 -0.19876
C 0.09829 -1.83396 -4.10535
H -1.43715 -4.94873 2.54517
H 2.69280 -2.45533 -0.64219
H 2.30202 9.03562 -2.04934
H -1.98313 2.69294 -4.84019
H -1.33129 6.72003 1.02093
C -2.00961 0.52445 -2.22630
H 0.83684 3.86620 -4.24447
Cl -4.34573 -2.50985 2.78752
H -1.23832 0.44903 -4.24113
C 1.50327 8.60953 -2.65829
H -4.52585 2.74035 5.75871
P -1.35939 -1.13180 -1.78768
H 0.66844 9.31072 -2.63308
C -3.42638 -1.81931 -3.61033
C 0.24774 -2.88364 1.64456
C 0.14436 5.93851 -0.31161
Si -3.32918 -2.71415 1.02495
H 2.32062 0.63570 3.10770
C -2.78382 -0.48457 4.55225
C 1.31109 -4.94321 -1.36655
H 4.08403 -2.32329 1.79991
C -2.17784 2.31400 -3.84664
H 3.44659 0.69270 1.03934
H 1.66638 6.16573 -3.85682
H 1.88039 4.10919 4.64470
C 1.83704 -2.73644 -0.04643
C 0.09324 -1.15925 -2.89106
H -3.61810 3.20483 -0.91648
C 2.69920 -5.48507 -0.97525
H -3.73499 -1.44470 6.21277
Cl -3.32920 -4.73258 0.60866
C -4.18174 -2.74641 -4.31278
C 1.15383 -0.31416 -2.56990
H 0.63886 2.77165 -2.87199
C 3.84936 4.04413 1.89849
C -3.08756 2.60307 -1.64391
*
```


Below is the molecule C6H9N, with properties calculated with ωB97M-V/def2-TZVPD.

Summary:
* orbital gap: 8.52 eV
* relative energy (zero: lowest compared OMol25 entry of this formula, charge and spin): 3.7527 eV
* E_LUMO: 0.838 eV

Structure (ORCA input):
```
! RIJCOSX wB97M-V def2-TZVPD def2/J DEFGRID3
* xyz 0 1
N -0.39354 -0.21279 -1.02452
H -2.94826 0.78047 -0.33732
C 1.40929 0.92861 -0.08124
H -2.63554 -0.65959 0.64641
H 1.50259 -0.26238 -1.98554
H 2.21824 -0.55181 1.17177
H 0.07326 1.70979 1.57596
C 1.97472 -0.85554 0.15633
H -2.50408 0.95154 1.37110
C 0.17117 1.09197 0.68853
C -0.86981 0.44182 0.09749
H 1.33475 -1.74401 0.22506
H -0.90717 -0.91487 -1.53483
H 2.90477 -1.07016 -0.36786
C 0.98767 -0.00705 -1.06368
C -2.31804 0.37402 0.46235
*
```


Below is the molecule C4H8O2, with properties calculated with ωB97M-V/def2-TZVPD.

Summary:
* orbital gap: 9.41 eV
* relative energy (zero: lowest compared OMol25 entry of this formula, charge and spin): 4.1298 eV
* E_LUMO: 0.767 eV

Structure (ORCA input):
```
! RIJCOSX wB97M-V def2-TZVPD def2/J DEFGRID3
* xyz 0 1
H 2.13466 -0.83317 0.02690
H 1.86352 0.93495 0.16959
C -1.91151 -0.40111 0.34941
H -0.18563 -0.87738 -0.92018
H -2.02392 -1.39886 0.78040
O 0.36130 -0.26691 0.97273
C 1.72419 -0.03978 0.66821
H -2.16039 0.34402 1.10915
C -0.49129 -0.19351 -0.10925
H 2.25791 -0.01122 1.61758
C 0.48642 1.43549 -1.58298
H 0.93556 0.45025 -1.91354
O -0.39233 1.15247 -0.67361
H -2.59850 -0.29526 -0.49442
*
```


Below is a structure of composition C27H28BCl5N6RuS5 at a distorted geometry, with properties calculated with ωB97M-V/def2-TZVPD.

Summary:
* ⟨S²⟩: 0.7777
* orbital gap (alpha / beta): 4.82 / 4.73 eV
* relative energy (zero: lowest compared OMol25 entry of this formula, charge and spin): 1.6303 eV
* E_LUMO (alpha / beta): 0.740 / 0.701 eV

Structure (ORCA input):
```
! RIJCOSX wB97M-V def2-TZVPD def2/J DEFGRID3
* xyz -1 2
Cl 1.25048 3.04272 0.25607
C -1.65130 0.43825 3.96643
C -4.63884 4.94077 -0.34580
S -1.02570 3.35286 -1.95945
S -1.98035 1.87489 0.91775
C -1.27905 -1.45137 -2.84332
C -2.18272 -1.47555 2.50261
Cl 4.20829 0.05437 -4.29650
C 3.35846 0.44490 1.59657
H 2.84293 0.28173 3.68775
N 1.39470 -2.36033 0.51246
H -1.23351 -0.20468 4.73893
H 4.39147 0.54799 -0.31082
H 4.51599 -2.28464 1.38624
H -0.18136 1.00397 -3.00158
N -0.42099 -2.62523 -1.25780
H -0.85559 0.71550 3.27717
H -0.92837 1.48958 -4.52951
H -4.68129 -1.21429 3.62639
C 2.01275 2.25277 -1.07980
C -0.55007 -3.44936 -2.30677
C -3.89294 -0.68254 4.15644
C 3.48979 -2.09939 1.14533
C -2.77460 3.13411 0.10784
H -2.27906 -0.62099 -4.50402
H -3.52450 -1.31673 4.96129
H 0.23699 -4.21487 0.13456
C -2.39616 -2.82035 2.83437
Cl 4.81591 3.06050 -3.78456
C 2.37981 0.27442 -2.29945
H 5.42627 0.11811 1.05324
C 3.72241 0.47910 3.08065
C 1.65802 0.92500 -1.30439
N -1.31696 -1.39675 1.49012
H -2.04395 1.33782 4.43240
H 2.58373 1.19399 1.41195
C 2.79829 -0.88379 1.21376
B 0.07379 -3.03795 0.13075
C -2.82521 0.48724 -2.73118
S -5.98778 5.87009 -0.28007
S -3.46423 5.03969 -1.62382
N -0.86338 -1.40810 -1.58032
C -2.38695 3.74612 -1.06807
C -1.09018 -2.73773 -3.35279
H -3.03621 -3.21599 3.59460
C 3.62333 2.25296 -2.84739
C -1.80554 -0.26530 -3.58047
H -4.32353 0.21357 4.59936
H -1.44873 -4.58140 1.85435
H 4.12241 1.45468 3.34399
C -0.62134 0.63542 -3.93154
H -3.17000 0.39292 2.45741
H -3.69590 -0.13385 -2.52829
C -1.60549 -3.52571 1.96016
C 3.35222 0.90677 -3.06807
Ru -0.22363 0.31924 -0.09201
H 2.64506 -4.04789 0.47176
H -2.35374 0.75601 -1.77603
C 4.59326 0.74652 0.74014
C -2.76213 -0.29060 3.20691
H 0.14286 0.08006 -4.47229
C 2.55813 -3.00364 0.68894
H -1.31221 -3.08085 -4.34219
H 4.88855 1.78860 0.84317
N -0.97164 -2.65114 1.17006
S -4.25558 3.72905 0.84425
C 2.95265 2.93683 -1.83711
Cl 2.10836 -1.40500 -2.57489
H -3.14398 1.39481 -3.23827
N 1.53423 -1.07208 0.84076
H -0.25971 -4.47801 -2.24368
Cl 3.29039 4.59826 -1.54985
H 4.47286 -0.27605 3.30516
*
```


Below is a structure of composition C36H49MnN2PSSi4Te at a distorted geometry, with properties calculated with ωB97M-V/def2-TZVPD.

Summary:
* ⟨S²⟩: 0.7754
* orbital gap (alpha / beta): 5.12 / 5.14 eV
* E_LUMO (alpha / beta): -7.205 / -7.210 eV

Structure (ORCA input):
```
! RIJCOSX wB97M-V def2-TZVPD def2/J DEFGRID3
* xyz 2 2
H -0.97622 -2.87222 3.78514
H -7.31152 0.35216 -0.58565
H -1.15795 6.40678 -1.08039
H -6.09598 5.93211 -3.64353
C -1.68895 -1.44493 2.35940
H -2.54758 -3.96698 -1.84793
C -4.16900 1.16442 0.32464
C -6.75689 2.11867 0.49315
H -5.91928 3.76092 1.58737
H -3.54074 4.29862 -6.77848
C -1.82000 -2.28016 3.46160
H -3.49177 0.61388 -4.61806
C -5.71777 2.84386 1.05461
H -0.10380 1.03556 -5.29017
H -4.79309 -0.08838 2.36216
C -4.42049 2.37129 0.96966
S 4.63109 -1.46477 0.02094
N 1.59652 0.39112 -1.75239
C 2.01437 -1.29951 0.32430
C -2.76509 -0.65756 1.95320
Si -4.24928 4.44265 -2.84557
H -6.09942 2.89586 -2.16504
C -2.60348 3.79983 -7.00676
C -1.73027 -0.20227 -2.08061
H 0.33774 1.54262 -2.92779
C 3.08114 -0.86014 -0.45958
Mn 0.27668 -0.36575 -0.23882
C -2.50259 -2.10208 -0.79910
C -4.08166 -1.54031 3.75905
H 2.08324 2.32511 -4.45736
C -3.95851 -0.69956 2.66880
H -4.99608 5.22936 -0.59087
C 1.36119 1.21450 -2.77940
H -2.71670 3.35179 -7.98892
H -5.51210 2.44337 -3.74575
C -0.22219 6.02404 -1.47251
C 2.53497 -2.17203 1.32836
H -1.60140 -3.03439 -3.92552
C 3.66046 1.27835 -3.44798
H 0.52527 6.80016 -1.32756
H -1.13167 -0.61968 -4.08967
H -2.92023 -2.51100 0.11209
H -4.60665 1.99861 -2.31276
H 1.91072 4.44543 -3.33303
H -3.60437 2.92347 1.41941
Te -0.76932 2.02710 0.60709
H -5.28146 5.22419 -5.01425
P -2.52996 0.42099 0.50838
C 2.33859 1.67008 -3.64234
H -0.46911 7.85937 -4.36389
C -5.20856 0.44165 -0.25181
C -1.49389 -1.03892 -3.16469
C 1.38478 5.12514 -3.99671
H -1.83772 4.56517 -7.09552
Si -2.07231 3.96103 -3.77179
C -6.50124 0.92207 -0.16121
H -1.29437 6.69934 -5.38082
H -0.53309 1.07909 -6.98378
H -4.45034 1.44423 -5.82373
H -2.07392 7.31342 -3.93056
H 1.96355 -2.69853 2.07569
C 3.93253 0.43778 -2.39660
H -3.22154 0.30922 -6.31819
C -1.76948 -2.39497 -3.07302
H -5.00415 -0.49064 -0.76008
H 1.34518 4.67732 -4.98489
H -7.76901 2.48515 0.56390
C -2.22083 -0.73358 -0.87822
Si -2.14935 2.49481 -5.69207
C 2.88799 0.00983 -1.56789
C 3.88753 -2.33980 1.28164
C -4.04217 5.19317 -1.10677
Si -0.34167 5.58233 -3.32328
H -0.12507 -2.33886 1.46403
H 0.06753 5.17556 -0.85771
H -3.66927 6.20982 -1.14965
C -1.12328 6.99233 -4.34782
H -5.01020 -1.56291 4.30641
C -5.11888 5.65528 -4.03095
H -3.35847 4.61914 -0.48955
C -0.45896 1.68722 -6.08413
H 4.44534 1.62787 -4.10085
C -3.45073 1.08873 -5.59412
C -5.20102 2.78730 -2.76524
H 0.25572 -0.95972 2.25408
C -2.28941 -2.91989 -1.89801
H -4.56007 6.57650 -4.16492
H 0.31331 2.42783 -6.26926
H 4.48958 -2.93926 1.93662
H 1.99079 6.02414 -4.07938
H 4.93533 0.10135 -2.18891
C -3.01724 -2.33629 4.15359
H -3.11154 -2.99453 5.00332
N -0.44799 -1.37836 1.62641
H -1.64372 0.87909 -2.19141
*
```